This record from the OMol25 dataset describes C5H12N2O as an isolated structure at a distorted geometry. The level of theory is the ωB97M-V functional and the def2-TZVPD basis.

Element x y z (Å)
N1 1.6127 1.0052 -1.7179
C1 0.6796 0.1905 -0.9951
C2 -0.6615 0.8932 -0.7979
C3 -1.8078 -0.0873 -0.7729
C4 -2.1289 -0.3902 0.6587
C5 1.2234 -0.4836 0.3632
N2 0.3557 -0.6624 1.3344
O1 2.3679 -0.9282 0.3043
H1 2.2766 1.4338 -1.0695
H2 2.2157 0.4459 -2.3108
H3 0.4949 -0.6971 -1.6159
H4 -0.8557 1.6177 -1.5885
H5 -0.6143 1.4969 0.1142
H6 -1.7286 -0.9378 -1.4498
H7 -2.7213 0.3902 -1.2016
H8 -0.9365 -0.5354 1.0588
H9 -2.7296 -1.2963 0.7665
H10 -2.5559 0.4267 1.2335
H11 2.8165 -0.5974 3.9497
H12 2.6971 -1.2842 3.7366

Output
HOMO: -9.10 eV
Relative energy (zero: lowest compared OMol25 entry of this formula, charge and spin): 652.7 kJ/mol
Largest force on an atom: 3.27 eV/Å


This record from the OMol25 dataset describes one molecule with the formula C5H12N2O at a distorted geometry. The level of theory is the ωB97M-V functional and the def2-TZVPD basis.

Element x y z (Å)
N1 -2.1898 -1.0483 1.5264
C1 -1.2010 -0.7139 0.4997
C2 -0.0217 -1.7281 0.4383
C3 -0.6108 0.6078 1.0757
N2 0.1115 1.3521 0.1399
C4 0.4082 1.0184 -1.2343
C5 1.9239 1.0901 -1.5483
O1 -0.7699 0.8854 2.2423
H1 -1.8522 -2.0368 1.8522
H2 -2.1660 -0.3242 2.1693
H3 -1.6521 -0.5588 -0.4166
H4 0.9011 -1.2894 0.1399
H5 -0.1443 -2.5761 -0.2413
H6 0.1090 -2.2129 1.3640
H7 0.2816 2.3326 0.3569
H8 -0.0568 1.6975 -1.9457
H9 -0.0341 -0.0969 -1.5019
H10 2.6154 0.3740 -1.1459
H11 2.0633 1.1534 -2.6050
H12 2.2847 2.0742 -1.1656

Output
HOMO: -9.06 eV
SMILES: CCNC(=O)[C@@H](C)N
Relative energy (zero: lowest compared OMol25 entry of this formula, charge and spin): 183.4 kJ/mol
Largest force on an atom: 5.89 eV/Å


This record from the OMol25 dataset describes one molecule with the formula C5H12N2O at a distorted geometry. The level of theory is the ωB97M-V functional and the def2-TZVPD basis.

Element x y z (Å)
N1 0.3150 -1.2176 -2.2010
C1 0.5331 -0.5422 -0.7172
C2 1.8870 -0.9303 -0.0189
C3 -0.6668 0.1047 0.3728
N2 -0.7574 1.5033 0.6239
C4 0.2487 1.9625 1.4969
C5 -1.9886 -0.2788 -0.3537
O1 -0.5701 -0.5603 1.5308
H1 -0.0041 -1.5234 -0.6956
H2 -0.2916 -0.6033 -2.7435
H3 0.8277 0.2211 -1.4269
H4 2.2723 -1.9178 -0.2719
H5 1.5084 -0.8195 1.0008
H6 2.6372 -0.1476 -0.1434
H7 -0.6981 1.5272 2.0802
H8 0.3294 3.0454 1.4752
H9 1.0373 1.2615 1.8178
H10 -1.9547 -1.3452 -0.5255
H11 -2.7989 0.2339 0.1320
H12 -1.8658 0.0263 -1.4327

Output
HOMO: -7.71 eV
Relative energy (zero: lowest compared OMol25 entry of this formula, charge and spin): 1266.9 kJ/mol
Largest force on an atom: 4.43 eV/Å


This record from the OMol25 dataset describes one molecule with the formula C5H12N2O at a distorted geometry. The level of theory is the ωB97M-V functional and the def2-TZVPD basis.

Element x y z (Å)
C1 -0.9180 0.2725 -0.1303
C2 1.8895 1.1399 -0.5781
C3 -1.6549 -0.3849 -1.2865
C4 -1.7715 0.3487 1.1266
N1 1.4730 0.0844 0.3240
C5 0.3665 -0.6766 0.2171
O1 2.6897 -0.8070 0.6295
N2 0.1353 -1.8685 0.5214
H1 2.8561 -0.7046 1.5782
H2 -0.5986 1.2746 -0.4144
H3 0.9597 -2.3960 0.7975
H4 1.3687 2.0675 -0.3326
H5 1.7264 0.8760 -1.6252
H6 2.9513 1.3102 -0.4164
H7 -1.0384 -0.4042 -2.1836
H8 -1.2288 0.8380 1.9337
H9 -1.9126 -1.4068 -1.0205
H10 -2.5683 0.1661 -1.5116
H11 -2.0492 -0.6534 1.4433
H12 -2.6760 0.9242 0.9281

Output
HOMO: -9.22 eV
SMILES: [H]/N=C(/C(C)C)N(C)O
Relative energy (zero: lowest compared OMol25 entry of this formula, charge and spin): 308.4 kJ/mol
Largest force on an atom: 4.28 eV/Å


This record from the OMol25 dataset describes an isolated ion of composition C5H12N2O and charge +1 at a distorted geometry. The level of theory is the ωB97M-V functional and the def2-TZVPD basis.

Element x y z (Å)
N1 0.2606 -1.1621 2.6540
C1 0.5199 -1.3645 1.2762
C2 -0.6891 -1.0122 0.3126
N2 -0.5758 0.0133 -0.5195
C3 0.1063 1.2773 -0.1667
C4 1.3735 1.5365 -0.9574
C5 -1.4029 -0.0406 -1.7258
O1 -1.5530 -1.8681 0.3306
H1 -0.4609 -1.7395 3.0805
H2 0.0606 -0.1863 2.8616
H3 0.7035 -2.4172 1.0867
H4 1.4222 -0.8075 1.0146
H5 0.4100 1.1455 0.8687
H6 -0.6212 2.0577 -0.3750
H7 1.4192 2.4937 -1.4665
H8 2.2748 1.4642 -0.3394
H9 1.6113 0.7846 -1.7103
H10 -0.7200 0.0872 -2.5671
H11 -1.9418 -0.9692 -1.8867
H12 -2.1973 0.7072 -1.7710

Output
HOMO (spin up / spin down): -14.74 / -14.57 eV
Relative energy (zero: lowest compared OMol25 entry of this formula, charge and spin): 94.0 kJ/mol
Multiplicity: 2
Largest force on an atom: 2.55 eV/Å
⟨S²⟩: 0.758
Total charge: +1


This record from the OMol25 dataset describes a 5-piece molecular cluster, C5H12N2O2 overall at a distorted geometry. The level of theory is the ωB97M-V functional and the def2-TZVPD basis.

Element x y z (Å)
C1 1.1356 -0.6887 -2.2530
C2 -1.5538 -0.3936 1.5781
N1 -1.2128 -0.6855 2.7184
O1 -0.0354 -0.0089 -2.6703
N2 -1.9598 -0.3639 0.4544
H1 0.2005 -1.8225 3.0056
H2 -1.6697 -0.3118 3.5322
H3 -1.7287 0.2728 -0.2967
H4 1.0512 -1.0076 -1.2100
H5 1.2274 -1.5624 -2.8960
H6 2.0210 -0.0548 -2.3701
C3 1.6122 -0.0467 1.8661
C4 -0.3340 1.1205 -1.9841
C5 -1.4776 1.7732 -2.1660
O2 0.9963 0.4061 0.9211
H7 0.4005 1.4397 -1.2514
H8 1.0112 -2.0307 3.1069
H9 1.7629 0.6069 2.7415
H10 2.4378 -0.7615 1.6852
H11 -2.2096 1.4332 -2.8799
H12 -1.6753 2.6859 -1.6319

Output
HOMO: -8.92 eV
Relative energy (zero: lowest compared OMol25 entry of this formula, charge and spin): 526.6 kJ/mol
Largest force on an atom: 3.48 eV/Å


This record from the OMol25 dataset describes a 2-piece molecular cluster, C5H12N2O3 overall. The level of theory is the ωB97M-V functional and the def2-TZVPD basis.

Element x y z (Å)
C1 0.9889 -2.1499 1.5364
C2 1.7202 -0.2928 -1.5488
C3 1.4476 -0.5162 -0.0896
O1 1.3313 -1.8076 0.1971
O2 1.3300 0.3647 0.7320
H1 1.1417 -3.2221 1.6234
H2 -0.0557 -1.8968 1.7302
H3 1.6248 -1.6098 2.2402
H4 2.3529 0.5804 -1.6796
H5 0.7688 -0.1091 -2.0495
H6 2.1812 -1.1742 -1.9824
C4 -1.0512 2.0807 -0.5799
C5 -1.5687 0.6821 -0.6797
N1 -1.4015 0.4689 1.7288
O3 -1.7618 -0.0540 0.4573
N2 -1.8216 0.1708 -1.8003
H7 -1.8922 1.3496 1.8718
H8 -0.3945 0.6496 1.7199
H9 -2.1615 -0.7876 -1.7508
H10 -0.0791 2.0889 -0.0871
H11 -1.7415 2.7012 -0.0073
H12 -0.9583 2.4832 -1.5822

Output
HOMO: -9.83 eV
SMILES: [H]/N=C(/C)ON.COC(C)=O
Relative energy (zero: lowest compared OMol25 entry of this formula, charge and spin): 253.8 kJ/mol
Largest force on an atom: 0.53 eV/Å